No. 1
ORCA calculation (the ωB97M-V functional and the def2-TZVPD basis) on C5H4Br2F9InO9S3Ti as an isolated structure.

The geometry in XYZ format:
```
34
C5H4Br2F9InO9S3Ti | the OMol25 dataset | the ωB97M-V functional and the def2-TZVPD basis
In -12.20309 12.58247 15.02074
Ti -12.59567 15.94340 20.22058
C -17.49426 13.54276 14.69910
F -18.65582 13.06744 14.34120
F -16.89870 14.04428 13.64232
F -17.63440 14.42728 15.64889
S -16.40762 12.14698 15.35969
O -16.77457 11.00372 14.55111
O -14.99707 12.53609 15.11200
O -16.64511 12.00705 16.78192
C -11.05777 11.62562 20.26704
F -9.85328 11.53256 19.75503
F -11.68387 10.45961 20.23696
F -11.00038 12.03994 21.52668
S -12.07914 12.82428 19.20044
O -13.46802 12.65079 19.55606
O -11.53102 14.13432 19.59977
O -11.72982 12.46215 17.84290
C -14.87291 17.10679 16.50749
F -15.63733 17.56421 17.49489
F -15.63296 16.84592 15.47418
F -13.96626 18.02652 16.20370
S -14.01418 15.55006 17.09361
O -13.18622 16.06119 18.19899
O -15.07537 14.66182 17.51540
O -13.26889 15.08150 15.92804
Br -12.98847 15.14124 12.51234
C -12.54241 16.95377 13.16021
C -11.06571 17.15493 13.44376
Br -10.38515 16.14859 14.98706
H -13.22630 17.28482 13.93304
H -12.77711 17.55303 12.28071
H -10.74280 18.18927 13.47782
H -10.54904 16.66653 12.62070
```

Molecular weight ... 797.75 g/mol
⟨S²⟩ ... 3.769
Total charge ... +1
E_tot ... -249004.5082 eV
Spin multiplicity ... 4

Mulliken population analysis, charges in e, atoms 1 to 8: 0.974 1.415 0.702 -0.196 -0.212 -0.190 1.034 -0.408

=====

No. 2
ORCA calculation (the ωB97M-V functional and the def2-TZVPD basis) on a 2-piece molecular cluster, C4H9NOS overall.

The geometry in XYZ format:
```
16
C4H9NOS | the OMol25 dataset | the ωB97M-V functional and the def2-TZVPD basis
C -3.13562 0.31859 -0.06107
C 0.09762 -1.61205 0.42566
C 2.61549 1.33495 -0.33274
C -0.11494 -0.18845 -0.00116
N -3.54848 -0.79138 0.08025
O -2.95871 1.44313 -0.25890
S 0.98693 0.93993 0.60053
H -0.82050 -2.17601 0.25168
H 0.89695 -2.12705 -0.12022
H 0.33325 -1.65584 1.49004
H 3.06958 2.18443 0.16060
H 2.40871 1.54935 -1.37494
H 3.24924 0.45912 -0.24120
H -0.35368 -0.06591 -1.05498
H 0.40442 2.03108 0.05867
H -3.13026 -1.64389 0.37778
```

Molecular weight ... 119.19 g/mol
ΔE to the lowest compared entry with this formula, charge and spin ... 81.13 kcal/mol
Total charge ... 0

Mulliken population analysis, charges in e, atoms 1 to 8: 0.663 -0.965 -0.900 -0.333 -0.507 -0.432 -0.089 0.174

=====

No. 3
ORCA calculation (the ωB97M-V functional and the def2-TZVPD basis) on C3CuLiMgO3 as an isolated structure.

The geometry in XYZ format:
```
9
C3CuLiMgO3 | the OMol25 dataset | the ωB97M-V functional and the def2-TZVPD basis
O 2.19064 -1.36987 0.07751
C 0.97630 -1.36946 0.15232
O 0.07142 -2.01646 -0.36552
Mg -1.93850 -1.37100 -0.27941
Li 2.73196 0.51678 0.66730
C 0.49884 0.30279 0.74929
C -0.38011 1.08193 0.33984
O -1.56256 1.32436 0.00111
Cu -2.58799 2.90094 -1.34243
```

Molecular weight ... 178.82 g/mol
ΔE to the lowest compared entry with this formula, charge and spin ... 3.94 kcal/mol
⟨S²⟩ ... 0.751
Total charge ... +1
Spin multiplicity ... 2

Mulliken population analysis, charges in e, atoms 1 to 8: -0.663 1.276 -0.472 0.500 0.919 -1.614 0.923 -0.642

=====

No. 4
ORCA calculation (the ωB97M-V functional and the def2-TZVPD basis) on a 12-piece molecular cluster, C29H86N4O12 overall.

The geometry in XYZ format:
```
131
C29H86N4O12 | the OMol25 dataset | the ωB97M-V functional and the def2-TZVPD basis
C -4.56274 0.07908 -1.46371
O -5.46114 0.51563 -2.48776
C -5.16459 1.80008 -3.00349
C -5.77457 1.93268 -4.40489
C -5.16523 0.96662 -5.39540
N -5.63903 3.31904 -4.88509
H -3.50275 0.08016 -1.72479
H -4.92193 -0.92096 -1.23084
H -4.60896 0.68525 -0.54806
H -5.53778 2.58803 -2.34451
H -4.07458 1.91749 -3.04810
H -6.84970 1.74437 -4.34216
H -4.12200 1.25853 -5.55810
H -5.57192 1.14055 -6.39484
H -5.35590 -0.06581 -5.11091
H -4.65150 3.55066 -4.91464
H -6.03914 3.34814 -5.81558
C -0.75280 -5.96329 5.67783
O -0.62547 -5.41781 4.37117
C 0.32282 -4.39264 4.29592
C 0.40841 -3.80716 2.89324
C 1.42404 -2.70710 2.85749
N -0.90589 -3.20632 2.55481
H 0.18103 -6.48776 5.90128
H -1.54928 -6.70017 5.70270
H -0.89774 -5.18012 6.41493
H 0.08946 -3.53526 4.92230
H 1.34498 -4.72200 4.50938
H 0.70503 -4.63587 2.24681
H 1.23569 -1.94442 3.61351
H 1.39192 -2.15163 1.91750
H 2.44445 -3.08700 2.88312
H -0.95245 -2.98907 1.56711
H -1.68210 -3.80089 2.81071
C -4.76833 3.20788 3.59123
O -3.77848 2.83404 2.64185
C -2.89392 3.89938 2.29387
C -1.97806 3.36449 1.17469
C -1.11120 4.41641 0.51794
N -2.75774 2.64867 0.17177
H -4.43879 3.32481 4.62845
H -5.48695 2.38177 3.57157
H -5.34337 4.10681 3.35671
H -3.46440 4.66961 1.77742
H -2.28232 4.27276 3.10882
H -1.29087 2.67363 1.67163
H -0.39637 3.96959 -0.18079
H -0.54416 5.03517 1.20345
H -1.78746 5.00780 -0.10431
H -3.28293 3.31651 -0.37325
H -3.48520 2.02556 0.48921
C 5.48149 -1.45220 0.55070
O 5.98073 -0.95747 1.78599
C 5.11911 -1.10104 2.86200
C 5.79543 -0.45452 4.07507
C 7.05138 -1.19330 4.47265
N 4.84682 -0.34891 5.17477
H 4.60726 -0.86677 0.26354
H 5.15896 -2.49099 0.64568
H 6.24175 -1.31178 -0.22021
H 4.18159 -0.59041 2.64093
H 4.87391 -2.15444 3.03566
H 6.04398 0.54406 3.70320
H 7.78219 -1.34336 3.68153
H 6.78005 -2.16128 4.90909
H 7.53926 -0.66339 5.29265
H 5.31262 0.14155 5.93357
H 4.61517 -1.24513 5.58001
C 3.27278 -3.26151 -1.77935
C 2.81457 -3.86634 -0.49416
O 3.67047 -5.02423 -0.25013
H 2.66574 -2.44866 -2.18577
H 3.35094 -4.07276 -2.49764
H 4.26723 -2.84361 -1.63123
H 1.74345 -4.05022 -0.55961
H 2.93063 -3.19830 0.35279
H 3.11983 -5.75707 -0.52403
C 3.37040 3.45987 -1.84142
C 3.36901 2.25411 -2.69613
O 4.40001 2.25845 -3.69522
H 2.48062 3.55348 -1.21033
H 3.36408 4.38740 -2.41908
H 4.25843 3.55285 -1.21554
H 2.41018 2.10313 -3.18117
H 3.65334 1.30549 -2.22313
H 4.30056 3.04014 -4.24828
C -1.06946 3.06301 -3.77318
C -1.35890 3.40701 -5.20563
O -2.70265 4.03386 -5.29097
H -1.73775 2.25935 -3.44976
H -0.96094 3.85180 -3.03806
H -0.09417 2.56513 -3.74923
H -1.31193 2.58147 -5.90870
H -0.72910 4.23538 -5.55918
H -2.93169 4.16597 -6.21843
C -2.68599 -3.30812 -2.08619
C -1.61862 -3.63321 -1.06922
O -0.32586 -3.18658 -1.44511
H -2.28841 -3.54337 -3.07491
H -2.86873 -2.23689 -2.01544
H -3.59863 -3.87508 -1.89965
H -1.55483 -4.71121 -0.93544
H -1.86188 -3.14552 -0.13092
H -0.32045 -2.47723 -2.11048
C 1.33096 0.28995 -0.67874
C -0.10124 0.29241 -0.27110
O -0.76556 1.15838 -1.25628
H 1.89511 -0.29129 0.05457
H 1.65483 1.32978 -0.65781
H 1.44691 -0.21749 -1.62855
H -0.33868 0.78612 0.67043
H -0.51699 -0.71584 -0.23239
H -1.52571 1.55889 -0.80975
C -1.33448 -0.81745 -4.57991
O -0.62447 -0.96030 -3.37127
H -1.41007 -1.84192 -4.95286
H -2.37220 -0.53688 -4.38259
H -0.83488 -0.15130 -5.27880
H -0.68220 -0.14079 -2.85543
C -1.41133 0.04968 3.44963
O -1.27764 -0.99751 4.34670
H -0.49906 0.40927 2.94973
H -2.14256 -0.21049 2.67834
H -1.85556 0.89258 3.97843
H -1.16132 -1.74219 3.72482
C 3.52968 2.27943 1.74922
O 2.34010 2.66879 2.42054
H 3.52964 2.81157 0.80011
H 4.45625 2.54579 2.27119
H 3.50109 1.21652 1.48453
H 2.24735 2.17987 3.24317
```

Molecular weight ... 683.02 g/mol
Total charge ... 0
E_tot ... -61993.6114 eV
SMILES string ... COC[C@H](C)N.COC[C@H](C)N.COC[C@H](C)N.COC[C@H](C)N.CCO.CCO.CCO.CCO.CCO.CO.CO.CO

Mulliken population analysis, charges in e, atoms 1 to 8: 0.022 -0.416 0.540 0.252 -1.171 -0.778 -0.365 0.396